# 1
The following is a DFT calculation (ωB97M-V/def2-TZVPD) of a molecular structure, C3H7N3S in a non-equilibrium geometry.

HOMO-LUMO gap, eV: 9.330
Total energy, hartree: -680.8236
ΔE to the lowest compared entry with this formula, charge and spin, kJ/mol: 416.6

ORCA input file:
```
! RIJCOSX wB97M-V def2-TZVPD def2/J DEFGRID3
* xyz 0 1
C -1.78660 -0.91554 0.26440
C -0.32446 -0.85065 0.40743
C 1.36477 0.71005 -0.31183
H -1.71921 -1.23192 -0.83813
H -2.17529 -1.75075 0.99666
H -2.42218 -0.02432 0.45643
H 0.35107 -2.75207 1.16733
H 0.19322 2.72663 -0.45265
H 2.05855 0.02036 -0.05632
H 2.75484 1.96091 -0.32153
N 0.63141 -1.73766 0.75316
N 0.07736 0.35102 -0.28959
N 1.88923 1.89849 -0.61467
S -0.89270 1.59545 -1.16071
*
```

Results of the Löwdin charge analysis, in e, for atoms 1 through 2: -0.11 -0.46

=====

# 2
The following is a DFT calculation (ωB97M-V/def2-TZVPD) of 2 unconnected molecules or ions with the total composition C4H11NO in a non-equilibrium geometry.

Structure (SMILES): CC(N)=O.CC
HOMO-LUMO gap, eV: 10.598
Total energy, hartree: -289.0028
ΔE to the lowest compared entry with this formula, charge and spin, kJ/mol: 37.3

ORCA input file:
```
! RIJCOSX wB97M-V def2-TZVPD def2/J DEFGRID3
* xyz 0 1
C 1.04754 -1.21472 0.85325
C 1.19971 0.26007 1.12985
N 1.70520 1.07374 0.16505
O 0.81339 0.71091 2.19592
H 0.97439 -1.69198 1.81295
H 1.87106 -1.72394 0.36568
H 0.17446 -1.35619 0.21766
H 2.09391 1.96527 0.35234
H 2.01498 0.69094 -0.70345
C -2.54134 -0.22057 -1.13025
C -1.83323 -0.35859 -2.47626
H -3.22773 -1.03492 -0.90511
H -1.80558 -0.22945 -0.32525
H -3.10596 0.70592 -1.08892
H -2.26626 -1.15894 -3.08624
H -0.75182 -0.45237 -2.45511
H -2.02584 0.47976 -3.15804
*
```

Results of the Löwdin charge analysis, in e, for atoms 1 through 2: -0.01 -0.59

=====

# 3
The following is a DFT calculation (ωB97M-V/def2-TZVPD) of a single C3H6N4O molecule in a non-equilibrium geometry.

HOMO-LUMO gap, eV: 8.576
Total energy, hartree: -411.9516
ΔE to the lowest compared entry with this formula, charge and spin, kJ/mol: 675.5

ORCA input file:
```
! RIJCOSX wB97M-V def2-TZVPD def2/J DEFGRID3
* xyz 0 1
C 1.00565 1.12480 -0.02944
C -1.65944 0.68240 0.47065
C -1.21143 -0.62171 0.09490
N 0.11144 -1.00613 -0.02997
N 1.22609 -0.16854 0.00484
N -2.48471 1.39677 -0.20899
N 2.43014 -0.90936 -0.01730
O -2.15005 -1.45158 -0.02377
H 2.03476 1.55140 0.05700
H 0.31704 -2.00185 -0.11769
H -2.95788 2.14190 0.31329
H -2.42028 1.10011 -1.16555
H 2.54379 -1.63730 0.74534
H 3.21489 -0.20090 -0.09332
*
```

Results of the Löwdin charge analysis, in e, for atoms 1 through 2: 0.07 -0.09

=====

# 4
The following is a DFT calculation (ωB97M-V/def2-TZVPD) of 14 unconnected molecules or ions with the total composition C41H108N4O14 in a non-equilibrium geometry.

HOMO-LUMO gap, eV: 8.748
Total energy, hartree: -2898.9473
ΔE to the lowest compared entry with this formula, charge and spin, kJ/mol: 92.1

ORCA input file:
```
! RIJCOSX wB97M-V def2-TZVPD def2/J DEFGRID3
* xyz 0 1
C 1.11923 -3.01617 -2.47794
C 2.28581 -2.30180 -1.60907
C 2.55041 -0.89832 -2.24935
C 1.50027 0.15523 -1.98250
C 1.10716 0.23084 -0.51775
C 0.93395 -1.08500 0.26086
N 2.02788 -2.09217 -0.18540
O 1.86565 -3.35349 0.51634
C 1.21476 -0.65073 1.70883
C -0.52045 -1.58661 0.12641
C 3.60602 -3.14683 -1.78772
H 0.24435 -2.39216 -2.66045
H 0.76498 -3.83189 -1.84772
H 1.55483 -3.44565 -3.38010
H 3.46418 -0.58737 -1.74297
H 2.76068 -1.03711 -3.30983
H 0.61888 -0.12508 -2.55927
H 1.72711 1.08766 -2.49942
H 0.14853 0.74844 -0.55274
H 1.82343 0.94188 -0.10606
H 2.23612 -0.29035 1.83149
H 0.40497 0.02545 1.98287
H 0.98782 -1.52933 2.31271
H -0.56040 -2.19776 -0.77526
H -0.74307 -2.26838 0.94723
H -1.28956 -0.81458 0.14926
H 4.38043 -2.49634 -1.38120
H 3.87118 -3.21731 -2.84262
H 3.65648 -4.15209 -1.36935
H 1.15077 -3.70942 -0.01645
C 6.19621 7.91537 10.65663
C 4.77606 8.49640 10.45134
C 4.82833 9.92964 9.81710
C 5.23577 9.91467 8.38588
C 4.30213 9.01670 7.49282
C 4.08881 7.58806 8.10561
N 3.88323 7.63397 9.57003
O 3.65061 6.31454 10.15268
C 2.77489 7.09670 7.48289
C 5.23213 6.67388 7.71196
C 4.07574 8.72174 11.77742
H 6.58126 8.25792 11.61710
H 6.92232 8.18833 9.89089
H 6.16012 6.82597 10.65946
H 3.93830 10.55657 9.87103
H 5.54904 10.61410 10.26452
H 6.29644 9.70864 8.24232
H 5.20835 10.95904 8.07501
H 4.89069 9.03396 6.57553
H 3.36993 9.49502 7.19230
H 1.90884 7.70313 7.74801
H 2.71713 7.23966 6.40385
H 2.54478 6.06528 7.74996
H 5.24634 5.70598 8.21302
H 5.35833 6.42669 6.65788
H 6.18387 7.09941 8.03012
H 4.03137 7.80732 12.36900
H 3.02368 8.95662 11.61585
H 4.50701 9.51973 12.38184
H 2.75949 6.46279 10.47753
C -1.33448 0.56173 -11.55709
O -0.16584 0.86605 -11.72126
N -1.81933 0.06292 -10.49582
N -2.24504 0.85409 -12.44689
H -2.81638 -0.00537 -10.34975
H -1.19594 -0.26263 -9.77089
H -1.95489 1.33325 -13.28732
H -3.10314 0.32524 -12.38301
C 6.48121 1.62674 -9.44652
C 7.70420 1.53760 -8.47414
O 7.75720 2.60916 -7.59274
H 5.61710 1.46520 -8.80207
H 6.57818 0.82795 -10.18179
H 6.53850 2.60865 -9.91631
H 8.59571 1.58983 -9.09912
H 7.61097 0.56172 -7.99765
H 7.78339 2.35121 -6.66842
C -5.59511 -6.07907 -6.91657
C -6.82925 -6.90999 -6.60762
O -7.92022 -6.37692 -7.28068
H -5.62654 -5.05554 -6.54306
H -5.47667 -6.10914 -7.99970
H -4.78003 -6.45992 -6.30118
H -6.97033 -7.02762 -5.53322
H -6.63257 -7.83945 -7.14198
H -8.36684 -5.80139 -6.65545
C -6.08858 2.73084 -5.50647
C -6.96339 3.30957 -4.43238
O -6.19045 4.05699 -3.50984
H -5.45544 1.94130 -5.10169
H -5.43595 3.53340 -5.85009
H -6.69767 2.35419 -6.32820
H -7.59546 2.60491 -3.89197
H -7.64499 4.00826 -4.91752
H -6.71701 4.15696 -2.71340
C -9.35249 -2.98137 -2.32586
C -10.53394 -2.56097 -3.22026
O -11.32262 -3.74357 -3.37201
H -8.44288 -2.42723 -2.55738
H -9.06319 -4.03198 -2.35159
H -9.52834 -2.72827 -1.28035
H -10.29965 -2.22906 -4.23171
H -11.18986 -1.82878 -2.74931
H -11.51178 -4.07608 -2.49152
C 1.77653 -8.30899 -11.74693
C 1.78585 -9.74042 -12.21975
O 0.79630 -10.47584 -11.61605
H 0.94185 -7.74473 -12.16288
H 2.62287 -7.74594 -12.14034
H 1.75035 -8.13764 -10.67080
H 2.70287 -10.26559 -11.95263
H 1.80553 -9.89105 -13.29911
H 0.64542 -11.19083 -12.23865
C -3.00195 -1.63990 9.36153
C -2.71065 -0.89718 10.64818
O -3.69944 0.09561 10.66068
H -2.20549 -2.25809 8.94732
H -3.28438 -0.98179 8.53980
H -3.90117 -2.20490 9.60704
H -1.70328 -0.49753 10.53167
H -2.75719 -1.63370 11.45035
H -3.27393 0.88925 10.99334
C 1.70873 8.57983 -0.63290
C 1.39104 9.98338 -0.23041
O 0.20956 10.03476 0.50538
H 0.91696 7.92472 -0.99626
H 2.17778 8.02860 0.18210
H 2.35911 8.59995 -1.50737
H 1.34422 10.67766 -1.06940
H 2.15276 10.43442 0.40556
H -0.47543 10.27154 -0.12417
C -5.84995 4.83664 3.79249
C -7.31723 4.66634 3.82805
O -7.78333 4.82274 2.51319
H -5.35908 3.99437 3.30491
H -5.57543 4.87731 4.84657
H -5.60138 5.78415 3.31443
H -7.81280 5.38997 4.47527
H -7.56407 3.72542 4.31984
H -8.74250 4.82131 2.47341
C 8.87082 -0.57225 4.45257
C 8.24481 -1.00229 3.15218
O 7.31039 -2.00549 3.56545
H 8.15890 0.07482 4.96500
H 9.77703 0.01461 4.30262
H 9.05150 -1.39409 5.14541
H 8.89413 -1.53809 2.45979
H 7.73747 -0.21514 2.59440
H 6.58027 -1.98814 2.94238
C 1.65145 -11.57775 0.19480
C 1.45100 -11.53650 -1.29413
O 0.24162 -11.00084 -1.64746
H 0.87358 -12.20597 0.62880
H 1.46172 -10.59395 0.62404
H 2.62858 -11.88843 0.56465
H 1.73002 -12.46723 -1.78808
H 2.12993 -10.81522 -1.74900
H 0.04676 -11.40100 -2.49806
C -5.96630 -10.10832 0.96003
C -5.21231 -8.89169 1.51260
O -4.38264 -8.30630 0.45896
H -6.38961 -9.97825 -0.03596
H -6.73748 -10.43885 1.65582
H -5.24334 -10.91595 0.84525
H -4.58772 -9.20450 2.34935
H -5.98561 -8.21551 1.87711
H -3.73781 -8.88631 0.04739
*
```

Results of the Löwdin charge analysis, in e, for atoms 1 through 2: -0.02 -0.48

=====

These records have LUMO values of 0.6 0.8 0.6 0.3 eV, in the order they appear.